11
Properties=species:S:1:pos:R:3 method="wB97M-V/def2-TZVPD" e_above_lowest_kj_mol=347.3 total_charge=0 smiles="O=C/C(=N/O)NS" e_lumo_ev=-0.32 multiplicity=1 homo_energy_ev=-9.4
C 0.31 0.24 0.58
C 1.18 1.43 0.84
H -1.85 -1.58 -1.35
H -0.84 1.42 -0.56
H 1.64 1.53 1.85
H -0.05 -2.36 1.64
N -0.67 0.40 -0.35
N 0.49 -0.75 1.32
O 1.12 2.32 -0.09
O -0.44 -1.72 1.08
S -0.75 -0.71 -1.55

=====

40
Properties=species:S:1:pos:R:3 method="wB97M-V/def2-TZVPD" e_above_lowest_kj_mol=189.2 total_charge=0 smiles="CCOCCc1nnc(NC(=O)CCc2ccccc2)s1" e_lumo_ev=0.39 multiplicity=1 homo_energy_ev=-9.0
C 6.21 1.24 -0.25
C 5.51 1.61 1.06
O 5.05 0.48 1.78
C 3.69 0.16 1.66
C 3.32 -0.49 0.31
C 1.93 -1.01 0.35
N 0.94 -0.50 -0.28
N -0.22 -1.10 -0.08
C -0.16 -2.10 0.72
N -1.18 -2.91 1.12
C -2.52 -2.96 0.71
O -3.21 -3.82 1.18
C -2.98 -1.91 -0.25
H -2.21 -1.72 -1.00
H -3.89 -2.26 -0.73
C -3.27 -0.59 0.51
C -3.68 0.47 -0.47
C -5.01 0.79 -0.66
C -5.38 1.76 -1.58
C -4.41 2.42 -2.32
C -3.07 2.10 -2.13
C -2.71 1.13 -1.22
H -1.67 0.88 -1.07
H -2.31 2.61 -2.71
H -4.69 3.18 -3.04
H -6.42 2.01 -1.72
H -5.78 0.28 -0.09
H -4.06 -0.77 1.24
H -2.37 -0.28 1.03
H -0.94 -3.64 1.78
S 1.47 -2.40 1.34
H 4.02 -1.31 0.12
H 3.38 0.24 -0.50
H 3.50 -0.55 2.47
H 3.06 1.05 1.81
H 6.23 2.10 1.72
H 4.68 2.30 0.87
H 6.98 0.51 -0.05
H 5.51 0.83 -0.97
H 6.67 2.13 -0.67

=====

105
Properties=species:S:1:pos:R:3 method="wB97M-V/def2-TZVPD" total_charge=+1 e_lumo_ev="-1.85 / -1.85" multiplicity=6 s2=8.754 homo_energy_ev="-10.8 / -11.3"
Mn -0.95 0.36 -0.73
C -2.82 1.47 1.76
C -2.69 -0.05 1.82
N -2.64 -0.65 0.49
C -3.89 -0.60 -0.28
C -4.12 0.72 -0.99
N -2.89 1.24 -1.61
C -2.74 2.71 -1.52
C -2.51 3.14 -0.06
N -1.92 2.08 0.76
H -3.84 1.76 1.54
H -2.62 1.86 2.76
H -1.76 -0.30 2.32
H -3.51 -0.45 2.43
H -2.39 -1.63 0.59
H -3.84 -1.40 -1.01
H -4.76 -0.82 0.36
H -4.91 0.59 -1.73
H -4.50 1.48 -0.30
H -2.87 1.00 -2.59
H -1.87 2.97 -2.13
H -3.60 3.24 -1.93
H -1.85 4.00 -0.07
H -3.45 3.49 0.39
H -1.10 2.44 1.23
N -1.43 -1.61 -2.18
C -2.40 -2.59 -2.59
C -3.51 -2.21 -3.33
C -4.47 -3.15 -3.68
C -4.33 -4.47 -3.30
C -3.21 -4.85 -2.57
C -2.24 -3.92 -2.22
H -1.32 -0.93 -2.92
H -0.51 -2.02 -2.11
H -3.63 -1.17 -3.64
H -5.34 -2.84 -4.26
H -5.08 -5.21 -3.57
H -3.08 -5.89 -2.28
H -1.36 -4.22 -1.66
C 1.04 -0.15 5.51
C 0.65 1.23 4.96
C 0.26 1.16 3.47
C 1.10 0.08 2.77
C 0.66 -1.30 3.28
C 0.29 -1.26 4.78
P 1.06 0.21 0.94
C 1.92 -1.26 0.27
C 3.31 -1.58 0.86
C 3.70 -3.05 0.65
C 3.18 -3.56 -0.69
C 1.64 -3.58 -0.70
C 1.05 -2.53 0.26
C 2.19 1.61 0.51
C 3.49 1.69 1.36
C 3.44 2.85 2.36
C 3.32 4.20 1.65
C 2.48 4.11 0.36
C 1.46 2.97 0.45
H 0.84 -0.20 6.58
H 2.11 -0.31 5.40
H 1.48 1.93 5.08
H -0.19 1.65 5.53
H 0.37 2.15 3.01
H -0.79 0.88 3.38
H 2.15 0.24 3.05
H 1.46 -2.03 3.11
H -0.20 -1.66 2.71
H 0.48 -2.23 5.24
H -0.79 -1.09 4.89
H 2.05 -0.96 -0.77
H 3.36 -1.34 1.93
H 4.05 -0.93 0.38
H 3.30 -3.66 1.46
H 4.79 -3.15 0.71
H 3.57 -4.56 -0.91
H 3.55 -2.91 -1.49
H 1.27 -4.57 -0.42
H 1.28 -3.39 -1.72
H 1.00 -2.95 1.27
H 0.02 -2.31 -0.02
H 2.45 1.36 -0.52
H 4.33 1.85 0.68
H 3.70 0.76 1.87
H 4.33 2.83 2.99
H 2.59 2.69 3.04
H 4.32 4.57 1.41
H 2.89 4.94 2.33
H 3.13 3.94 -0.50
H 1.97 5.06 0.18
H 0.78 2.99 -0.40
H 0.86 3.14 1.36
F -1.51 0.85 -4.18
C -0.31 1.44 -4.40
F -0.46 2.73 -4.08
F -0.05 1.35 -5.69
C 0.78 0.78 -3.49
O 0.35 0.64 -2.21
C 1.19 -0.58 -4.16
F 1.73 -1.38 -3.23
F 0.11 -1.20 -4.66
F 2.06 -0.44 -5.15
C 2.04 1.70 -3.48
F 1.79 2.78 -2.73
F 2.41 2.12 -4.69
F 3.07 1.05 -2.92

=====

73
Properties=species:S:1:pos:R:3 method="wB97M-V/def2-TZVPD" e_above_lowest_kj_mol=0.0 total_charge=0 smiles=C1CCOC1.ClCCl.ClCCl.ClCCl.ClCCl.OCCO.OCCO.OCCO.OCCO e_lumo_ev=0.09 multiplicity=1 homo_energy_ev=-9.8
C -4.92 -2.56 -0.24
C -4.84 -3.10 1.18
C -3.91 -2.06 1.85
O -3.07 -1.55 0.78
C -3.45 -2.21 -0.45
H -5.49 -1.64 -0.28
H -5.28 -3.27 -0.99
H -4.33 -4.07 1.24
H -5.79 -3.14 1.70
H -3.27 -2.52 2.60
H -4.46 -1.21 2.27
H -2.87 -3.14 -0.53
H -3.25 -1.56 -1.30
C -1.16 3.67 2.37
C -0.14 2.80 3.06
O -0.52 1.42 3.12
O -1.16 3.49 0.96
H -0.93 4.73 2.54
H -2.17 3.51 2.76
H 0.01 3.14 4.09
H 0.81 2.92 2.52
H -0.90 1.18 2.26
H -1.39 2.56 0.79
C 4.22 0.72 0.60
C 4.43 -0.48 1.44
O 3.31 -1.36 1.31
O 4.31 0.45 -0.81
H 4.92 1.53 0.82
H 3.23 1.15 0.78
H 4.53 -0.13 2.48
H 5.34 -1.02 1.14
H 3.41 -2.05 1.98
H 5.21 0.17 -1.00
C 2.09 -3.06 -2.97
C 3.10 -3.14 -1.86
O 4.43 -3.01 -2.35
O 1.88 -1.75 -3.44
H 1.16 -3.50 -2.60
H 2.42 -3.63 -3.83
H 3.00 -4.11 -1.34
H 2.85 -2.40 -1.08
H 4.99 -2.68 -1.65
H 1.71 -1.19 -2.67
C 0.76 0.68 -0.27
C -0.70 0.55 -0.61
O -1.52 0.72 0.54
O 1.53 0.44 -1.44
H 1.05 -0.03 0.51
H 0.92 1.68 0.16
H -0.92 -0.42 -1.08
H -0.96 1.28 -1.39
H -2.33 0.17 0.48
H 2.44 0.24 -1.17
C -6.25 1.44 1.15
Cl -4.83 1.25 0.10
Cl -7.34 0.07 1.09
H -5.87 1.61 2.15
H -6.78 2.30 0.79
C -0.01 -1.89 2.32
Cl -0.21 -3.08 1.03
Cl -0.64 -2.48 3.87
H 1.03 -1.64 2.41
H -0.56 -0.98 2.09
C 1.51 2.03 -4.73
Cl 3.26 2.31 -4.62
Cl 0.87 2.46 -6.31
H 1.35 0.99 -4.53
H 1.05 2.66 -3.98
C 3.15 3.84 -1.18
Cl 2.42 4.00 0.43
Cl 2.26 4.81 -2.38
H 4.15 4.24 -1.13
H 3.10 2.82 -1.52

=====

18
Properties=species:S:1:pos:R:3 method="wB97M-V/def2-TZVPD" e_above_lowest_kj_mol=477.7 total_charge=0 e_lumo_ev="0.87 / 0.87" multiplicity=1 homo_energy_ev="-6.6 / -6.6"
C 1.17 -0.36 -0.74
C -1.07 1.57 -0.10
C 2.26 0.22 0.09
N 0.23 -1.12 -0.21
N -0.16 -0.97 1.05
N -1.33 -1.66 1.37
O -1.61 0.85 -1.20
H -2.04 1.47 -1.80
H -0.50 -1.44 -0.86
H -0.78 0.69 0.68
H 1.23 -0.35 -1.82
H -1.13 -2.35 2.09
H -1.82 -2.07 0.57
H -1.84 2.19 0.37
H -0.24 2.21 -0.40
H 2.68 1.10 -0.40
H 3.07 -0.49 0.24
H 1.87 0.51 1.07

=====

13
Properties=species:S:1:pos:R:3 method="wB97M-V/def2-TZVPD" e_above_lowest_kj_mol=242.2 total_charge=0 smiles="[H]/N=C(/N)n1cncn1" e_lumo_ev=0.24 multiplicity=1 homo_energy_ev=-10.0
C 1.28 -0.26 -0.05
C -0.87 0.93 -0.49
C -2.25 -0.67 0.18
H 1.04 1.55 0.91
H 2.76 0.86 0.79
H 1.24 -1.93 -0.52
H -0.45 1.90 -0.63
H -3.09 -1.29 0.23
N 1.79 0.99 0.21
N 1.95 -1.31 -0.44
N -0.13 -0.17 -0.20
N -2.21 0.66 -0.25
N -1.06 -1.26 0.26

=====

19
Properties=species:S:1:pos:R:3 method="wB97M-V/def2-TZVPD" e_above_lowest_kj_mol=124.7 total_charge=0 smiles="O=CNCCO.O.O" e_lumo_ev=0.67 multiplicity=1 homo_energy_ev=-9.8
C 0.77 -0.90 0.72
N -0.51 -0.81 1.11
C -1.09 0.37 1.72
C -2.26 0.92 0.86
O -2.09 0.70 -0.51
O 1.22 -1.90 0.16
H 1.41 -0.05 0.97
H -1.19 -1.47 0.78
H -1.46 0.11 2.71
H -0.33 1.14 1.83
H -3.18 0.42 1.16
H -2.39 1.98 1.07
H -1.25 1.10 -0.79
H 3.22 -0.63 -2.84
H 2.60 -1.15 -1.43
O 2.80 -0.40 -2.00
H 0.93 2.17 -1.72
H 0.87 0.68 -1.35
O 0.53 1.55 -1.11

=====

92
Properties=species:S:1:pos:R:3 method="wB97M-V/def2-TZVPD" e_above_lowest_kj_mol=122.4 total_charge=+1 e_lumo_ev="-1.70 / -4.30" multiplicity=3 s2=2.006 homo_energy_ev="-10.5 / -10.5"
Pd 0.32 -0.03 0.27
F 9.09 2.19 -1.95
C 8.07 2.47 -2.77
F 7.93 3.82 -2.79
F 8.44 2.11 -4.02
C 6.80 1.80 -2.35
C 5.62 2.15 -3.01
C 4.42 1.59 -2.61
C 4.39 0.67 -1.56
C 5.59 0.29 -0.94
C 6.79 0.86 -1.33
C 3.14 0.18 -1.07
C 2.08 -0.22 -0.62
H 5.65 2.87 -3.82
H 3.50 1.86 -3.11
H 5.57 -0.44 -0.15
H 7.71 0.59 -0.85
C -1.36 -2.95 5.70
N -0.58 -2.54 4.54
N -0.32 -1.22 4.29
C 0.04 -1.07 2.97
O 0.39 0.04 2.48
C -0.04 -2.37 2.40
C -0.45 -3.23 3.39
C -0.71 -4.69 3.34
C -0.15 -0.23 5.30
C 0.59 -0.51 6.44
C 0.80 0.50 7.37
C 0.30 1.77 7.15
C -0.44 2.04 6.01
C -0.67 1.04 5.08
H -1.49 -2.10 6.36
H -0.85 -3.74 6.25
H -2.35 -3.31 5.40
H 0.21 -2.61 1.38
H -0.39 -5.09 2.38
H -1.78 -4.90 3.45
H -0.18 -5.21 4.13
H 1.01 -1.49 6.60
H 1.38 0.29 8.26
H 0.48 2.56 7.87
H -0.83 3.03 5.84
H -1.23 1.23 4.18
O -1.83 -0.31 -0.03
As -2.83 0.09 -1.29
C -3.88 1.63 -0.79
C -5.26 1.60 -0.66
C -5.93 2.75 -0.29
C -5.22 3.92 -0.06
C -3.84 3.95 -0.20
C -3.16 2.80 -0.57
C -1.97 0.58 -2.94
C -2.80 0.94 -4.01
C -2.24 1.33 -5.21
C -0.86 1.34 -5.36
C -0.03 0.99 -4.30
C -0.60 0.61 -3.09
C -3.99 -1.42 -1.60
C -4.03 -2.08 -2.82
C -4.85 -3.20 -2.96
C -5.61 -3.64 -1.89
C -5.55 -2.98 -0.66
C -4.74 -1.87 -0.52
H -5.80 0.68 -0.86
H -7.01 2.74 -0.18
H -5.75 4.82 0.23
H -3.29 4.86 -0.03
H -2.08 2.81 -0.68
H -3.88 0.92 -3.88
H -2.87 1.61 -6.04
H -0.42 1.63 -6.30
H 1.04 0.99 -4.41
H 0.04 0.34 -2.26
H -3.44 -1.73 -3.65
H -4.89 -3.72 -3.90
H -6.25 -4.50 -2.00
H -6.13 -3.34 0.17
H -4.67 -1.35 0.43
N 0.92 2.44 0.57
C 0.46 3.73 0.22
C -0.35 4.45 1.09
C -0.80 5.71 0.75
C -0.46 6.27 -0.48
C 0.34 5.55 -1.35
C 0.80 4.29 -1.01
H 0.87 2.28 1.57
H 1.86 2.26 0.23
H -0.61 4.03 2.05
H -1.42 6.27 1.44
H -0.80 7.27 -0.74
H 0.62 5.98 -2.31
H 1.44 3.74 -1.69

=====

15
Properties=species:S:1:pos:R:3 method="wB97M-V/def2-TZVPD" e_above_lowest_kj_mol=717.2 total_charge=0 e_lumo_ev=1.01 multiplicity=1 homo_energy_ev=-9.4
C -1.66 -0.24 -0.11
C -0.83 1.10 -0.12
C 0.40 0.51 0.21
C 1.84 -0.81 0.10
C 0.43 -0.83 -0.35
H -2.35 -0.28 -0.95
H -1.98 -0.11 0.84
H -0.71 1.86 1.00
H -0.94 1.58 -0.99
H 0.04 0.37 1.36
H 2.70 -1.26 -0.45
H 1.96 -0.68 1.18
H 0.33 -0.53 -1.51
O 1.64 0.73 -0.28
O -0.86 -1.39 0.08

=====

19
Properties=species:S:1:pos:R:3 method="wB97M-V/def2-TZVPD" e_above_lowest_kj_mol=21.6 total_charge=0 e_lumo_ev="0.05 / -1.59" multiplicity=2 s2=0.751 homo_energy_ev="-7.2 / -9.0"
Mg -9.87 19.03 13.66
I -12.37 19.04 13.38
C -15.17 21.36 11.10
C -16.12 21.30 12.30
C -17.06 20.03 12.36
O -17.84 20.04 13.62
C -19.05 20.78 13.42
N -15.37 21.33 13.52
H -15.67 21.44 10.13
H -14.65 20.41 11.06
H -14.41 22.13 11.08
H -16.71 22.20 12.10
H -16.42 19.15 12.38
H -17.70 19.84 11.51
H -19.43 20.53 12.43
H -18.88 21.85 13.40
H -19.83 20.48 14.12
H -14.71 20.57 13.48
H -16.08 21.06 14.19